Molecular formula: C35H46N6O2P2PdS
Method: DFT, the ωB97M-V functional and the def2-TZVPD basis

Cartesian coordinates (Å):
1 Pd 0.20 0.46 -0.30
2 C -2.74 -0.02 2.42
3 C -2.18 1.26 1.78
4 P -2.18 1.16 -0.06
5 C -1.12 2.60 -0.57
6 C -0.94 3.75 0.19
7 C -0.04 4.72 -0.20
8 C 0.72 4.55 -1.35
9 C 0.54 3.43 -2.14
10 C -0.39 2.45 -1.76
11 C -3.87 1.70 -0.51
12 C -4.32 2.94 -0.07
13 C -5.63 3.32 -0.28
14 C -6.50 2.47 -0.96
15 C -6.05 1.26 -1.44
16 C -4.73 0.87 -1.22
17 C -2.10 -1.26 1.78
18 P -2.76 -1.35 0.06
19 C -1.38 -1.95 -0.98
20 C -0.99 -1.20 -2.10
21 C 0.01 -1.69 -2.94
22 C 0.58 -2.93 -2.68
23 C 0.19 -3.66 -1.57
24 C -0.77 -3.17 -0.71
25 C -3.95 -2.73 0.09
26 C -4.91 -2.75 1.10
27 C -5.86 -3.76 1.13
28 C -5.87 -4.74 0.14
29 C -4.93 -4.69 -0.88
30 C -3.99 -3.68 -0.92
31 H -3.82 -0.04 2.29
32 H -2.54 0.00 3.49
33 H -1.13 1.36 2.07
34 H -2.74 2.13 2.11
35 H -1.55 3.91 1.07
36 H 0.07 5.62 0.39
37 H 1.44 5.31 -1.65
38 H 1.09 3.32 -3.07
39 H -0.62 1.65 -2.46
40 H -3.65 3.62 0.44
41 H -5.98 4.27 0.09
42 H -7.53 2.77 -1.11
43 H -6.72 0.60 -1.98
44 H -4.38 -0.08 -1.61
45 H -2.35 -2.17 2.31
46 H -1.01 -1.15 1.73
47 H -1.58 -0.36 -2.42
48 H 0.29 -1.14 -3.83
49 H 1.31 -3.34 -3.37
50 H 0.65 -4.62 -1.37
51 H -1.07 -3.74 0.16
52 H -4.92 -1.99 1.87
53 H -6.60 -3.78 1.92
54 H -6.61 -5.52 0.17
55 H -4.94 -5.45 -1.66
56 H -3.27 -3.65 -1.73
57 N 2.51 0.43 -1.21
58 C 3.28 -0.42 -0.28
59 C 4.74 -0.72 -0.66
60 C 5.10 -1.01 -2.12
61 C 4.42 -2.24 -2.73
62 N 4.60 -3.42 -1.90
63 C 5.44 -4.41 -2.06
64 N 5.44 -5.40 -1.16
65 N 6.29 -4.48 -3.09
66 C 2.39 -1.64 0.13
67 O 2.88 -2.79 0.17
68 O 1.22 -1.35 0.48
69 H 2.56 0.06 -2.15
70 H 2.90 1.37 -1.22
71 H 3.32 0.14 0.65
72 H 5.08 -1.54 -0.03
73 H 5.33 0.15 -0.36
74 H 6.19 -1.17 -2.15
75 H 4.89 -0.15 -2.75
76 H 4.79 -2.41 -3.74
77 H 3.35 -2.07 -2.79
78 H 4.07 -3.34 -0.99
79 H 4.81 -5.35 -0.37
80 H 6.08 -6.17 -1.20
81 H 6.34 -3.75 -3.78
82 H 6.89 -5.28 -3.21
83 C 0.08 3.98 4.59
84 N 0.40 3.33 3.33
85 C 1.30 2.37 3.17
86 N 1.96 1.93 4.25
87 S 1.65 1.70 1.65
88 H -0.79 4.61 4.44
89 H 0.90 4.61 4.95
90 H -0.17 3.24 5.35
91 H 0.06 3.74 2.48
92 H 1.88 2.38 5.14
93 H 2.64 1.20 4.14

Calculated values
Total charge: +2
Highest occupied orbital energy (alpha / beta) in eV: -11.9 / -12.1
Multiplicity: 1
Max |F| in Eh/bohr: 0.031
Kohn-Sham gap (alpha / beta) in Eh: 0.1943 / 0.2118
DFT total energy in Ha: -3048.66915



Molecular formula: C35H46N6O3P2Sr
Method: DFT, the ωB97M-V functional and the def2-TZVPD basis

Cartesian coordinates (Å):
1 Sr 0.34 -0.05 3.55
2 C -0.82 1.87 2.80
3 C -1.13 0.87 1.90
4 C -0.56 0.73 0.54
5 C 0.73 -0.13 0.40
6 C 1.74 0.03 1.45
7 C 2.05 1.21 2.14
8 C 1.47 2.53 1.86
9 C 0.19 2.93 2.63
10 C 1.92 -1.24 4.44
11 H -1.44 1.93 3.72
12 H -1.97 0.18 2.16
13 H -0.38 1.74 0.13
14 H -1.34 0.29 -0.12
15 H 0.43 -1.20 0.32
16 H 1.23 0.10 -0.57
17 H 2.36 -0.86 1.68
18 H 2.88 1.16 2.88
19 H 1.29 2.61 0.77
20 H 2.26 3.30 2.07
21 H 0.49 3.33 3.63
22 H -0.31 3.78 2.12
23 H 1.74 -1.07 5.49
24 H 2.87 -0.95 4.10
25 H 1.63 -2.24 4.15
26 P 1.78 -1.19 -5.24
27 P -1.26 -0.54 -4.80
28 N 3.21 -0.21 -5.08
29 N 2.36 -2.48 -6.26
30 N -1.38 1.17 -4.58
31 N -2.90 -0.96 -5.16
32 C 0.90 -0.19 -6.52
33 C -0.59 -0.55 -6.53
34 C 3.47 0.45 -3.85
35 C 4.48 1.39 -4.07
36 C 4.84 1.33 -5.47
37 C 4.04 0.34 -6.07
38 C 2.61 -3.76 -5.71
39 C 3.13 -4.58 -6.72
40 C 3.21 -3.78 -7.93
41 C 2.73 -2.50 -7.61
42 C -1.31 1.73 -3.28
43 C -1.51 3.11 -3.38
44 C -1.71 3.43 -4.78
45 C -1.63 2.22 -5.49
46 C -3.87 -0.29 -5.94
47 C -4.92 -1.18 -6.20
48 C -4.58 -2.45 -5.58
49 C -3.35 -2.29 -4.95
50 H 1.37 -0.37 -7.49
51 H 1.01 0.88 -6.29
52 H -1.18 0.14 -7.14
53 H -0.72 -1.56 -6.96
54 H 2.93 0.17 -2.98
55 H 4.90 2.03 -3.33
56 H 5.59 1.90 -5.96
57 H 4.00 -0.01 -7.07
58 H 2.39 -3.95 -4.69
59 H 3.41 -5.59 -6.61
60 H 3.55 -4.09 -8.87
61 H 2.62 -1.64 -8.23
62 H -1.13 1.10 -2.44
63 H -1.51 3.80 -2.57
64 H -1.88 4.38 -5.20
65 H -1.71 2.04 -6.54
66 H -3.74 0.72 -6.21
67 H -5.80 -0.95 -6.74
68 H -5.17 -3.33 -5.58
69 H -2.75 -2.96 -4.39
70 C -2.71 1.95 8.43
71 C -2.69 0.43 8.48
72 C -1.39 -0.34 8.01
73 C -0.18 -0.29 9.03
74 C 0.46 1.05 9.37
75 C -1.81 -1.82 7.97
76 O -2.21 -2.40 8.95
77 N -1.75 -2.54 6.79
78 C -1.25 -1.98 5.58
79 O -1.15 -2.71 4.58
80 N -0.88 -0.68 5.58
81 C -0.93 0.09 6.63
82 O -0.47 1.34 6.47
83 H -1.96 2.41 9.09
84 H -3.68 2.28 8.77
85 H -2.56 2.31 7.41
86 H -2.93 0.09 9.50
87 H -3.51 0.10 7.82
88 H -0.50 -0.76 9.97
89 H 0.61 -0.93 8.60
90 H -0.22 1.68 9.96
91 H 1.33 0.86 10.00
92 H 0.81 1.59 8.48
93 H -2.00 -3.50 6.77

Calculated values
Highest occupied orbital energy in eV: -6.0
Multiplicity: 1
Max |F| in Eh/bohr: 0.111
Kohn-Sham gap in Eh: 0.2085
DFT total energy in Ha: -2628.80850



Molecular formula: C35H47BN6O5S3Zr
Method: DFT, the ωB97M-V functional and the def2-TZVPD basis

Cartesian coordinates (Å):
1 Zr -1.22 -0.79 -2.96
2 C 1.88 -3.96 -2.20
3 C 1.75 -2.83 -1.24
4 C 2.84 -2.17 -0.74
5 C 2.67 -1.05 0.11
6 N 1.48 -0.65 0.46
7 N 0.41 -1.29 -0.02
8 B -0.87 -0.62 0.50
9 N -0.65 0.84 0.81
10 N -0.18 1.05 2.06
11 C 0.23 2.25 2.36
12 C 0.21 3.28 1.39
13 C -0.30 3.08 0.14
14 C -0.33 4.15 -0.90
15 C -0.81 1.78 -0.13
16 S -1.77 1.46 -1.54
17 C 0.72 2.52 3.77
18 C 2.18 3.01 3.71
19 C 0.65 1.27 4.64
20 C -0.17 3.62 4.38
21 N -2.27 -1.06 0.14
22 N -1.90 -1.36 1.40
23 C -2.67 -1.98 2.25
24 C -3.98 -2.24 1.77
25 C -4.39 -1.94 0.50
26 C -5.77 -2.23 0.02
27 C -3.44 -1.35 -0.42
28 S -3.75 -1.15 -2.08
29 C -2.16 -2.33 3.62
30 C -2.75 -1.29 4.59
31 C -0.63 -2.27 3.65
32 C -2.63 -3.74 4.00
33 C 0.47 -2.33 -0.87
34 S -0.97 -2.98 -1.59
35 C 3.83 -0.23 0.66
36 C 3.85 -0.41 2.19
37 C 3.58 1.25 0.32
38 C 5.17 -0.67 0.08
39 H 2.92 -4.26 -2.29
40 H 1.52 -3.67 -3.19
41 H 1.29 -4.82 -1.88
42 H 3.83 -2.48 -1.02
43 H 0.61 4.25 1.65
44 H 0.12 5.06 -0.53
45 H -1.36 4.36 -1.21
46 H 0.22 3.82 -1.78
47 H 2.83 2.25 3.29
48 H 2.52 3.24 4.72
49 H 2.29 3.92 3.12
50 H 1.26 0.46 4.23
51 H -0.37 0.91 4.74
52 H 1.02 1.51 5.64
53 H -0.12 4.55 3.82
54 H 0.17 3.83 5.40
55 H -1.21 3.30 4.43
56 H -4.68 -2.72 2.44
57 H -6.39 -2.63 0.82
58 H -5.73 -2.96 -0.79
59 H -6.23 -1.33 -0.39
60 H -2.43 -0.28 4.34
61 H -2.40 -1.51 5.60
62 H -3.84 -1.32 4.60
63 H -0.26 -1.27 3.40
64 H -0.19 -2.99 2.95
65 H -0.28 -2.52 4.65
66 H -3.71 -3.81 4.08
67 H -2.21 -4.00 4.97
68 H -2.29 -4.48 3.28
69 H 2.90 -0.09 2.63
70 H 4.65 0.18 2.62
71 H 4.02 -1.45 2.46
72 H 2.65 1.60 0.77
73 H 3.51 1.40 -0.76
74 H 4.40 1.85 0.70
75 H 5.42 -1.69 0.35
76 H 5.95 -0.03 0.47
77 H 5.19 -0.57 -1.01
78 O 1.70 -1.97 -5.09
79 C 0.67 -1.38 -5.10
80 O -0.45 -1.85 -4.48
81 C 0.44 -0.02 -5.76
82 C -1.05 0.16 -6.07
83 C -1.33 1.36 -6.96
84 C -1.06 2.54 -6.00
85 C -0.66 1.84 -4.72
86 O -1.52 0.62 -4.74
87 C 0.74 1.20 -4.82
88 C 1.23 0.96 -3.39
89 O 1.98 1.70 -2.83
90 O 0.64 -0.07 -2.74
91 H 1.06 0.02 -6.66
92 H -1.58 -0.75 -6.33
93 H -2.35 1.35 -7.31
94 H -0.67 1.35 -7.83
95 H -1.96 3.13 -5.85
96 H -0.27 3.21 -6.35
97 H -0.85 2.39 -3.81
98 H 1.44 1.90 -5.27

Calculated values
Total charge: +2
Highest occupied orbital energy in eV: -14.1
Multiplicity: 1
Max |F| in Eh/bohr: 0.013
Kohn-Sham gap in Eh: 0.2853
DFT total energy in Ha: -3332.85376